[1]
ORCA calculation (ωB97M-V/def2-TZVPD) on a cluster of 5 separate species, C26H42NO14S in total in a non-equilibrium geometry.

Properties
ΔE to the lowest compared entry with this formula, charge and spin in eV: 7.417
Electronic energy in Eh: -2521.7325
HOMO-LUMO gap in eV: 7.00
Highest occupied orbital energy in eV: -12.335
Total charge: +1

The geometry in XYZ format:
```
84
Properties=species:S:1:pos:R:3:forces:R:3
H -1.28148 -2.18541 6.70026 -0.001 0.081 -0.058
C 4.60075 5.93941 -1.83172 0.552 0.601 -0.214
H -5.63425 -2.63315 -2.22191 0.538 0.718 1.469
H 6.48020 5.03836 -1.26124 0.036 0.140 -0.127
O -5.47124 -3.72156 0.47415 0.820 4.125 -0.702
C -1.38500 -3.42633 -1.97544 -0.664 1.950 0.814
H -0.26292 -0.84347 7.24219 0.025 -0.105 -0.129
H 8.78930 0.78460 3.07116 -0.065 0.016 0.176
O -0.36121 0.47106 4.82765 0.393 0.326 -0.189
H -5.35572 -0.84209 -1.85311 0.376 -1.629 0.820
C -7.05219 -5.44237 -7.27205 -0.155 0.066 -0.769
H 2.86514 2.51111 5.30842 -0.150 -0.075 0.138
C 2.11784 4.11388 1.67784 -0.191 -0.047 0.444
H 8.02290 -0.36973 4.18716 -0.020 0.102 -0.034
H -7.75196 -3.41897 -7.61397 -0.042 -0.147 -0.062
O -8.80444 -4.45487 -5.48159 0.598 -0.210 0.359
C -1.13302 -0.93290 -0.98704 -0.236 0.231 0.176
C 1.10730 -2.32072 -1.42902 -0.286 2.848 1.197
H 1.65229 -3.26175 -1.80538 -0.920 1.751 0.731
H 5.91582 6.26228 -0.13762 -0.054 0.061 -0.112
C -3.49301 -2.08224 -1.54234 1.622 2.791 1.028
H 5.24457 3.27415 -1.28304 0.117 -0.192 0.332
O 2.63535 4.02108 0.35033 0.043 0.123 -0.232
C -0.45889 -2.27877 -1.48536 -0.591 0.946 0.350
H 5.97134 1.66484 -1.17386 -0.129 -0.105 0.154
H 4.33232 1.97615 -0.50538 0.159 -0.006 0.028
C 0.77646 0.99015 5.32183 -0.064 -0.109 0.274
H 1.49279 3.23706 1.85752 0.130 0.009 -0.221
H -6.02214 -3.62771 -7.82966 0.012 -0.152 -0.112
O 0.80705 2.29889 5.01545 -0.065 -0.484 -0.105
H 7.57654 -0.33571 2.47487 -0.089 0.015 0.124
O 1.61578 0.39155 5.95110 -0.385 0.315 -0.438
H 1.86086 1.10893 0.07285 -0.861 -1.519 -0.774
H 1.92708 4.00550 5.16214 -0.251 -0.182 -0.059
C 3.29936 5.12100 -0.05103 0.450 0.367 -0.053
C 1.27589 0.22349 -0.35088 -3.930 -3.328 -1.723
H -3.26527 0.10981 -0.68116 1.072 -1.766 -0.726
H 5.81693 0.82450 3.87174 0.067 0.060 -0.229
O 5.93062 2.77386 0.57458 -0.125 -0.304 0.405
S -5.58249 -2.21638 0.28909 -4.244 -4.107 0.974
H -9.11550 -4.54461 -2.95638 0.106 0.153 -0.124
C 1.94428 -1.11106 -0.87263 -3.300 -0.519 -0.407
H -0.88366 1.21039 -0.12968 1.175 -1.734 -0.552
O 3.81977 4.87584 -1.26574 -0.716 0.137 0.359
H 6.59491 6.75955 -1.69434 -0.086 -0.081 -0.018
H -8.23872 -2.99486 -3.19560 -0.194 -0.117 -0.075
H -6.30571 -6.11625 -7.69807 0.030 0.027 0.360
C -0.57508 -0.91995 5.09832 -0.108 -0.594 0.339
H 4.70347 5.72012 -2.89693 -0.234 -0.237 0.156
H 4.07106 6.89287 -1.74774 -0.015 -0.202 0.169
C 1.92243 2.99465 5.57295 0.367 0.366 0.147
H -8.02752 -5.92252 -7.39403 0.066 0.168 0.196
H -7.72173 -4.13844 -1.94272 0.129 -0.159 -0.184
N -2.84230 -3.31896 -1.98273 2.945 3.559 1.453
C 6.77269 1.30529 3.64182 0.218 -0.538 0.479
C -0.29620 0.27111 -0.45268 2.425 -1.925 -0.560
H -3.46956 -4.08161 -2.27653 0.723 0.280 0.162
C -1.03547 -1.13511 6.52826 0.074 0.173 0.210
O -7.23285 -4.68254 -3.85424 0.078 -0.053 -0.238
H -1.91553 -0.52359 6.74448 -0.016 -0.135 -0.121
C -2.69215 -0.82983 -1.02608 1.005 -4.371 -1.537
H -1.35591 -1.25660 4.41223 0.071 0.328 -0.069
O -6.73053 -5.29750 -5.88209 -0.226 0.031 0.633
C 7.85195 0.28503 3.32975 0.056 -0.076 -0.287
H 7.06360 1.88174 4.52264 -0.073 0.212 -0.285
H 2.93948 4.10668 2.39776 -0.089 0.159 -0.052
O 3.42476 6.13964 0.58315 -0.232 -0.621 -0.329
O -6.96049 -1.71990 0.62486 4.107 -0.136 -1.145
H -4.56484 -1.59838 1.05320 -0.776 -0.216 -0.878
C -7.70465 -4.78609 -5.11109 -0.084 0.058 -0.553
H 1.50226 5.00676 1.80349 0.211 -0.026 -0.020
O 5.46748 0.69200 1.36613 0.012 0.517 0.009
H -7.15028 -4.23818 -9.06268 0.045 -0.033 0.096
O 6.62131 2.24297 2.56780 -0.497 0.050 -0.526
C 5.33183 2.38726 -0.66057 0.068 -0.194 -0.604
C -8.14025 -4.05470 -2.94770 -0.231 0.173 0.406
H 3.08933 -1.17879 -0.83873 -2.017 -0.053 -0.098
C 5.97864 6.00726 -1.19718 0.003 -0.073 0.299
H 0.32515 -1.49966 4.87258 0.013 0.230 0.105
C -6.99198 -4.10669 -7.99006 -0.075 0.252 0.170
H 1.81485 3.06207 6.65761 0.122 -0.123 -0.106
C -5.10713 -1.91255 -1.50711 2.029 0.434 -0.764
H -0.93192 -4.41471 -2.34601 -0.970 1.700 0.645
C 5.95148 1.79433 1.49473 0.372 0.033 0.217
```
Positions in Å, forces in eV/Å.

---

[2]
ORCA calculation (ωB97M-V/def2-TZVPD) on a structure of composition C38H37GeO2PdS2Se4 in a non-equilibrium geometry.

Properties
Spin multiplicity: 5
ΔE to the lowest compared entry with this formula, charge and spin in eV: 0.500
Electronic energy in Eh: -14227.3657
HOMO-LUMO gap (spin up / spin down) in eV: 7.30 / 6.00
Expectation value of S²: 6.0381
Highest occupied orbital energy (spin up / spin down) in eV: -10.350 / -10.836
Total charge: +1

The geometry in XYZ format:
```
85
Properties=species:S:1:pos:R:3:forces:R:3
C -0.10495 -5.79484 -2.21765 0.066 0.053 0.023
C 2.21079 3.35372 1.14034 -0.095 0.011 -0.106
H -6.90335 4.78148 -0.23553 0.010 0.012 0.010
C 0.67842 1.05565 -2.38095 0.028 -0.059 0.005
H -5.55516 5.90583 -0.44205 -0.012 -0.014 0.005
H 2.07535 -4.24572 -4.30249 0.045 -0.002 0.020
H 3.64861 1.34965 -4.01431 -0.021 -0.011 0.014
H 2.18480 0.88139 -5.96066 -0.019 0.001 0.040
H -4.78690 0.59163 0.16774 0.012 0.024 -0.030
H 2.28933 -3.81290 6.71826 -0.024 0.022 -0.007
Se -1.75527 -4.53578 0.95263 0.038 0.012 0.354
H -1.72157 3.42139 1.12680 -0.039 0.013 -0.028
H -6.18673 5.57960 1.16686 0.004 -0.024 -0.028
H -0.22739 0.51315 -5.63271 0.021 0.035 0.024
C -2.74937 3.21459 0.84408 0.053 -0.007 0.015
C 2.63912 1.08395 1.82724 -0.060 -0.162 0.037
O 0.00733 -1.44383 0.49617 -0.089 0.089 -0.046
C 1.66307 0.61568 0.91096 0.004 0.041 -0.149
H 3.65444 2.76169 2.63261 -0.012 -0.009 -0.014
C 0.41774 0.72702 -4.78787 -0.030 -0.004 -0.013
C 0.18019 -2.59831 -2.20370 -0.426 -0.288 -0.035
C 2.90626 2.41126 1.93181 0.054 0.051 0.013
C 0.76285 -1.05385 3.44554 -0.028 -0.013 -0.003
H 3.38171 -3.69697 4.48958 -0.011 0.023 0.001
H -6.41854 2.45307 -0.08100 0.027 0.006 -0.012
H 0.18993 -1.02808 5.50053 0.046 -0.023 -0.018
C -1.54172 0.58635 -3.29189 -0.029 -0.018 -0.132
C 2.06618 1.25357 -2.59870 0.028 0.009 -0.012
C -5.96560 5.12444 0.19879 0.044 -0.038 0.047
H 3.09710 -5.23982 -3.25273 -0.018 0.030 -0.001
H 2.71444 1.44842 -1.75322 -0.013 0.025 -0.032
C 1.94198 -2.78562 6.61143 0.003 0.015 -0.058
Se -2.69132 -3.17912 -2.77285 -0.240 -0.115 -0.189
H -3.12366 0.43567 -1.87801 -0.071 -0.063 0.015
H 0.44158 -6.73816 -2.17558 -0.021 0.017 0.000
H 2.00315 6.69694 0.55877 -0.017 -0.026 0.017
C 2.56493 -2.55912 2.87139 0.034 -0.013 -0.010
H 1.35464 -4.19086 0.64052 -0.052 -0.010 0.029
C -2.06604 0.58939 -2.03904 -0.039 0.130 0.065
C -3.66184 4.24515 0.70565 0.013 0.004 0.022
C 2.65298 -2.94887 4.20121 0.017 -0.004 0.004
C -4.48004 1.62305 0.29340 -0.005 -0.026 0.026
Se -1.92617 -3.29805 2.72110 -0.007 -0.154 -0.156
C -1.22972 0.83058 -0.92680 0.156 -0.037 0.127
C -0.15483 0.78767 -3.49479 0.073 0.035 0.029
C 1.24917 2.89448 0.20694 0.012 -0.061 0.072
S 1.47145 -1.18262 0.78728 -0.140 0.134 0.064
H 0.78993 -1.73223 -1.94637 -0.119 0.172 0.067
H -0.57188 -5.71846 -3.20121 0.001 -0.011 0.018
C 0.10978 1.08483 -1.06851 -0.003 -0.143 0.156
Ge 1.12754 -4.30343 -1.92825 0.063 -0.094 -0.058
Pd -1.44411 -2.26450 -0.97738 1.073 0.553 0.528
Se -4.11190 -2.64780 -1.18684 -0.119 -0.086 -0.211
H -0.88870 -5.82082 -1.46022 0.001 -0.026 -0.052
H 3.21445 -3.00020 2.12572 0.002 0.011 0.016
H 0.99121 -2.67928 7.13270 0.024 -0.020 -0.001
H -3.34557 5.26680 0.88519 0.001 -0.031 -0.026
C 0.86298 -1.45350 4.76388 -0.025 0.042 0.009
H 2.36398 -5.46107 -0.05724 -0.006 0.040 0.016
H -0.21057 3.52844 -1.26882 0.034 -0.002 -0.030
C 1.75579 0.92764 -4.96722 0.023 -0.022 -0.048
H 2.88696 -3.77482 -0.15999 -0.040 -0.023 -0.037
H 0.27182 5.90836 -1.03542 0.024 -0.025 0.012
H 3.20376 -3.47472 -3.17302 -0.023 -0.016 -0.011
C -3.16491 1.91007 0.61037 -0.022 -0.122 -0.024
H 2.66801 -2.13904 7.10987 -0.020 -0.010 -0.001
S -1.94357 0.60580 0.71079 -0.071 0.065 -0.031
O -2.70489 -0.70111 0.61522 0.047 0.182 -0.150
C 1.62733 -1.60785 2.50776 0.044 0.023 -0.134
C 0.81613 5.18830 -0.43684 -0.019 -0.003 -0.009
H -0.10802 -2.50244 -3.24914 0.124 0.019 -0.095
C 1.81481 -2.39715 5.16405 -0.016 -0.003 0.033
C 2.58871 1.19297 -3.85949 -0.009 -0.006 0.013
C 1.00548 1.48493 0.06875 -0.103 -0.062 0.072
C -4.98800 3.98961 0.35233 -0.064 0.015 -0.019
H 3.21375 5.07733 1.96318 -0.027 -0.019 -0.029
C 2.46825 4.74159 1.25126 0.024 -0.004 0.047
C 2.01703 -4.43379 -0.18902 -0.040 -0.028 -0.049
C 0.55067 3.85534 -0.57254 0.024 -0.025 0.023
H 0.01724 -0.32871 3.14017 0.017 0.007 -0.008
C 1.79311 5.63813 0.47706 -0.009 0.042 -0.024
C -5.38523 2.66882 0.16423 0.035 0.015 0.028
H 3.17074 0.37804 2.45142 -0.020 0.010 -0.001
H -2.18016 0.42473 -4.15291 0.014 -0.019 0.012
C 2.52071 -4.31473 -3.30864 -0.087 -0.008 0.000
```
Positions in Å, forces in eV/Å.

---

[3]
ORCA calculation (ωB97M-V/def2-TZVPD) on a structure of composition C18H21KN2O6P in a non-equilibrium geometry.

Properties
ΔE to the lowest compared entry with this formula, charge and spin in eV: 9.438
Electronic energy in Eh: -2199.9006
HOMO-LUMO gap in eV: 5.78
Highest occupied orbital energy in eV: -9.971
Total charge: +1

The geometry in XYZ format:
```
49
Properties=species:S:1:pos:R:3:forces:R:3
C 1.30195 0.18895 0.84963 -2.013 -2.221 -0.959
H -4.83494 2.83492 3.11348 0.730 -2.524 1.150
H -1.90065 -1.34730 3.57428 -1.487 0.232 -1.080
O -1.76625 -3.35166 -2.25352 0.812 -3.155 2.868
H 2.45573 -2.86581 -1.99967 -1.855 -0.280 0.238
H 2.42267 2.85789 -0.24578 0.553 -1.522 -1.257
C -1.84542 -3.03858 -0.83841 -0.205 0.599 0.994
O -1.87460 -2.24966 -3.02142 0.492 2.625 -2.286
C 3.27183 -0.47384 -0.63295 0.220 -2.383 -1.010
H -1.16058 -2.37074 -3.71226 -1.009 0.067 1.195
C 1.30710 -2.90098 -1.98654 -0.679 1.376 -0.302
C -2.69481 -0.82236 1.43830 0.768 0.870 -0.066
H 0.40178 2.45110 2.78857 -0.723 -0.294 -0.971
H 2.88143 1.83557 -5.01348 1.027 1.479 1.073
H 4.59546 2.52319 -4.49514 -1.992 0.012 -0.379
O 2.92326 1.70600 2.25257 -1.574 -2.917 -5.804
C 1.74285 -0.82009 -0.28985 -2.926 -0.110 1.548
C -4.38782 0.49478 3.81311 -1.082 5.525 -3.734
C -1.19250 -0.90022 0.80961 2.002 -0.055 -0.852
C -2.81406 -1.50617 2.89428 -0.765 -1.033 -0.213
H 0.28408 1.15055 4.78676 -0.850 -0.631 -0.651
H -2.92207 0.32101 1.51653 0.287 -2.079 -0.019
C -0.77188 -1.96047 -0.31774 2.394 3.197 1.697
H 0.85604 -3.95516 -1.93980 0.833 1.674 0.202
C 2.59335 1.08011 1.19068 -0.653 -0.051 2.893
C 0.74083 -1.89226 -0.85205 -0.316 1.166 1.786
H -3.50178 -1.25322 0.74374 1.424 0.572 0.946
H -1.90712 1.98651 2.59129 0.916 -0.396 -0.550
O 1.92450 3.86111 -2.94901 4.755 -3.338 -0.282
H -4.24900 -1.54550 4.70588 0.157 0.529 -1.926
H -5.14189 -1.56594 3.05865 1.628 1.153 0.923
C -4.22895 -1.12022 3.62868 0.445 1.279 0.936
H -2.88160 -2.65721 2.71170 0.150 1.919 0.357
H 1.80460 1.63486 -1.52643 1.329 0.278 0.904
C 3.45030 2.74496 -4.57848 0.813 -0.331 0.430
C 2.73758 1.99272 -0.95668 -0.933 0.560 0.964
O 4.19147 -1.17827 -1.17026 -4.558 4.011 2.561
O 3.67101 2.54544 -1.94692 -1.828 0.418 -3.085
H 3.32502 3.64521 -5.33225 -2.009 -5.025 2.147
C -0.16382 0.17487 1.41485 1.643 -2.190 -3.460
H -2.95214 -2.74188 -0.62844 2.108 -0.034 -0.155
K 4.30135 5.05145 -5.29235 2.309 4.058 -0.114
H 0.96440 -2.44668 -3.00814 0.597 -0.832 1.700
C 2.95463 3.11253 -3.06655 -3.077 1.825 0.647
P -0.59128 1.41152 2.78780 0.969 -1.648 2.858
N 3.37399 0.93497 -0.09714 0.555 1.251 -0.289
C -4.55986 1.76142 3.45406 0.493 -6.392 1.501
H -1.67404 -4.00435 -0.20552 -0.159 1.432 -1.703
N -0.46012 0.66691 4.23232 0.288 1.333 -1.369
```
Positions in Å, forces in eV/Å.